14 unconnected molecules or ions with the total composition H29O14 at a distorted geometry. Source: OMol25; level of theory: ωB97M-V with the def2-TZVPD basis set.

Each line ends with the Mulliken charge.
Element x y z (Å)
O -1.0202 -0.1796 -0.6818  -0.4827
H -1.7341 -0.7694 -0.3519  0.4809
O 0.9655 0.0871 -3.5299  -0.6364
H 0.2307 0.4131 -3.0008  0.2914
H 1.3318 0.8545 -3.9740  0.2743
O 1.0773 -1.4899 0.3568  -0.6455
H 1.2219 -4.9692 1.6620  0.3296
H 0.6343 -2.2583 0.7340  0.4140
O -0.5371 1.1741 1.1958  -0.4751
H -0.2537 0.5105 1.8418  0.3346
H -0.7961 2.0601 1.5243  0.3390
O -4.3067 -0.8594 -0.7687  -0.6229
H -4.3948 -0.8438 -1.7334  0.3252
H -4.7245 -1.7278 -0.6644  0.3135
O -0.7932 3.2253 -2.0617  -0.6078
H -0.8774 3.2633 -1.1061  0.3231
H -0.4071 4.0382 -2.3829  0.2943
O 3.6712 -2.1267 -1.6986  -0.5831
H 3.2271 -2.6627 -1.0543  0.2736
H 3.2968 -2.2674 -2.5710  0.3006
O -1.4257 3.6594 1.1642  -0.5632
H -0.9316 4.4445 1.3874  0.3006
H -2.2773 3.6630 1.6029  0.2410
O -0.9034 -0.2834 3.5988  -0.6066
H -0.9705 0.2561 4.3804  0.2834
H -0.2550 -0.8064 -0.4062  0.4497
O 3.2935 0.1421 1.8127  -0.6469
H 4.1830 -0.1855 1.9405  0.2977
H 3.2190 0.6037 0.9702  0.3433
O 0.5015 -4.3581 1.8269  -0.6615
H 1.5183 -0.9182 0.9939  0.2331
H 0.3766 -2.8689 -1.8598  0.2689
O -0.3237 -2.2464 -1.9645  -0.5974
H -1.6373 -0.8917 3.6537  0.3024
H -0.1050 -1.4812 -2.4974  0.3706
O 3.7368 1.9947 -1.1526  -0.6128
H 3.1019 2.4159 -1.7250  0.2910
H 4.2445 1.2569 -1.3912  0.3173
O -3.7390 1.2318 1.6865  -0.4900
H -3.5404 2.1531 1.7363  0.2198
H -4.6912 1.2388 1.7633  0.2834
H -1.1948 0.6529 0.0864  0.4124
H 0.6478 -3.9988 2.7072  0.3231

Computed properties:
2S+1 = 1
charge = +1
HOMO-LUMO gap = 10.844 eV


A molecular structure, C25H20N5O9OsS at a distorted geometry. Source: OMol25; level of theory: ωB97M-V with the def2-TZVPD basis set.

Each line ends with the Mulliken charge.
Element x y z (Å)
Os 0.0010 1.1628 -0.4394  0.9743
O 3.1482 0.0991 2.4223  -0.6363
C 3.3200 -1.1603 2.0240  0.6490
C 4.1612 -1.9496 2.8057  -0.7632
C 4.3654 -3.2641 2.4740  -0.2753
C 3.7359 -3.8556 1.3560  -0.9380
C 2.9039 -3.1027 0.5878  -0.4240
C 2.6809 -1.7305 0.8906  0.4071
C 1.7835 -0.9656 0.0886  0.9369
O 1.7918 0.3443 0.1253  -0.9324
N 0.9449 -1.6337 -0.7559  -0.7968
N 0.2187 -0.6812 -1.3409  0.8087
C -0.2301 -0.8614 -2.5513  -0.5508
C -0.2866 0.4168 -3.2552  0.7994
C -0.7452 0.5804 -4.5441  -1.0380
C -0.6460 1.8380 -5.1272  -0.1802
C -0.0670 2.8755 -4.4168  -0.9406
C 0.3570 2.6529 -3.1191  -0.0741
N 0.2447 1.4576 -2.5353  0.0625
H 2.4257 0.5058 1.9226  0.1790
H 4.6293 -1.4964 3.6707  0.4852
H 5.0235 -3.8641 3.0920  0.4032
H 3.9178 -4.8942 1.1134  0.4396
H 2.4131 -3.5282 -0.2771  0.4768
H -0.2285 -1.8386 -3.0183  0.5859
H -1.1672 -0.2619 -5.0792  0.4736
H -1.0139 2.0018 -6.1323  0.4646
H 0.0312 3.8634 -4.8458  0.4225
H 0.7819 3.4502 -2.5219  0.5798
O -3.2583 6.0397 0.1698  -0.5061
C -2.2676 6.0112 1.0573  0.4393
O -2.1377 6.8353 1.9175  -0.5471
C -1.2799 4.8934 0.9455  0.3254
C -0.2096 4.7633 1.8060  -0.4404
N 0.4774 3.6706 1.4461  -0.3205
N -0.0753 3.0885 0.3745  0.3443
C -1.1545 3.8046 0.0841  -0.2290
C -2.0084 3.2041 -0.9657  1.0968
O -2.9496 3.7773 -1.4627  -0.7537
O -1.6356 1.9748 -1.3028  -0.5813
H -3.2060 5.2938 -0.4594  0.4001
H 0.0832 5.3874 2.6367  0.5503
H 1.2931 3.2732 1.8781  0.1590
C -1.6306 -5.5186 0.2188  -1.4681
C -1.5413 -4.0686 0.6282  0.8523
C -2.2901 -3.0824 -0.0107  -0.7450
C -2.2296 -1.7534 0.3912  -0.5272
C -1.3998 -1.4074 1.4510  0.5008
C -0.6561 -2.3798 2.1162  -0.7057
C -0.7251 -3.6931 1.6968  -0.7100
S -1.2673 0.2517 2.0168  1.3007
O -1.8424 0.3538 3.3115  -0.6999
O -1.8538 1.0965 0.9349  -0.7025
O 0.1756 0.6351 1.8994  -0.5166
H -2.2658 -5.6511 -0.6569  0.3668
H -2.0498 -6.1216 1.0276  0.3472
H -0.6425 -5.9267 -0.0084  0.3324
H -2.9471 -3.3624 -0.8290  0.3983
H -2.8301 -0.9958 -0.0987  0.5362
H -0.0306 -2.1063 2.9607  0.4550
H -0.1395 -4.4478 2.2123  0.4500

Computed properties:
2S+1 = 1
charge = +1
HOMO-LUMO gap (spin up / spin down) = 5.456 / 5.068 eV


C6H6 in the gas phase at a distorted geometry. Source: OMol25; level of theory: ωB97M-V with the def2-TZVPD basis set.

Each line ends with the Mulliken charge.
Element x y z (Å)
C -3.2815 0.1296 -0.0118  -1.2941
C -1.8687 -0.1435 -0.0201  0.3992
C -0.6845 -0.3779 -0.0570  0.0843
C 0.6855 -0.3415 0.0701  0.0755
C 1.8600 -0.1184 -0.1589  0.2297
C 3.2430 0.1201 0.0110  -1.2416
H -3.6638 -0.0243 1.0051  0.2879
H -3.5579 1.0918 -0.3844  0.3027
H -3.7580 -0.6535 -0.6379  0.2771
H 3.7672 0.6146 -0.7969  0.3037
H 3.5624 0.5842 0.9140  0.3031
H 3.6964 -0.8811 0.0668  0.2725

Computed properties:
2S+1 = 1
HOMO-LUMO gap = 9.631 eV


3 unconnected molecules or ions with the total composition C2H9O3 at a distorted geometry. Source: OMol25; level of theory: ωB97M-V with the def2-TZVPD basis set.

Each line ends with the Mulliken charge.
Element x y z (Å)
C 0.8030 0.3868 1.2641  -0.0579
O 1.4183 -0.2705 0.0897  -0.5914
C 0.9586 -0.5229 2.4135  -0.9309
H -0.2629 0.5268 1.0706  0.2019
H 1.2613 1.4089 1.4003  0.2066
H 0.3492 -1.4144 2.3533  0.2581
H 0.7915 -0.0360 3.4274  0.2658
H 1.9987 -0.9176 2.1670  0.2179
H -1.5883 0.3488 -1.7433  0.4399
H -1.6321 1.9758 -1.6826  0.2516
O -2.2392 1.1940 -1.8896  -0.7535
H -0.8267 -1.4655 -2.1792  0.1463
H 0.8792 -0.6134 -0.6919  0.4085
O -0.6215 -0.7982 -1.4735  -1.0629

Computed properties:
2S+1 = 1
charge = -1
HOMO-LUMO gap = 8.275 eV


Calculated energy (eV), listed in the same order as above: -29129.2500 -65422.9494 -6315.6122 -8362.5115